Here is a molecular structure, C6H8Cl4F6MgO6S2 in a non-equilibrium geometry from the Open Molecules 2025 dataset. Energies are from the ωB97M-V functional and the def2-TZVPD basis.

```
33
Properties=species:S:1:pos:R:3:forces:R:3
Mg -7.41868 -7.61645 -9.28001 1.38 1.06 -0.85
C -7.90412 -11.23934 -7.65607 0.97 0.52 -0.86
F -8.82171 -12.13334 -7.96100 -0.24 0.36 0.23
F -7.45707 -11.41900 -6.41944 -0.66 0.43 -0.15
F -6.83320 -11.46046 -8.47121 -1.04 0.59 0.40
S -8.56068 -9.36593 -7.95187 -2.85 1.26 0.90
O -9.84225 -9.02211 -7.33249 2.21 -2.04 -0.06
O -7.44047 -8.50174 -7.57425 1.24 -0.75 2.70
O -8.60099 -9.05274 -9.38255 -1.64 -2.71 -1.78
C -7.52400 -3.83197 -10.90489 -0.25 -2.16 -0.87
F -8.11510 -2.96181 -10.15013 -0.04 0.91 0.66
F -7.73307 -3.56330 -12.18917 -0.46 0.01 0.10
F -6.21023 -3.87369 -10.75890 0.12 0.17 0.83
S -8.28042 -5.58684 -10.54820 -2.55 -0.51 -0.84
O -9.48471 -5.73751 -11.32506 0.23 1.59 0.88
O -7.31036 -6.53918 -11.01000 3.09 -1.29 -1.43
O -8.36962 -5.95287 -9.10924 -0.84 2.41 0.40
Cl -5.76837 -9.15582 -10.20098 0.86 -1.00 -0.78
C -5.31471 -9.18827 -11.94421 1.02 0.64 -0.31
C -3.87692 -8.62068 -12.09182 -0.53 0.37 0.40
Cl -3.86027 -6.85832 -11.73143 -0.10 -0.03 -0.27
H -6.04322 -8.58858 -12.48987 0.13 0.13 0.18
H -5.36427 -10.20425 -12.33592 0.01 -0.09 0.46
H -3.47272 -8.77016 -13.09301 -0.24 0.02 0.02
H -3.15523 -8.98066 -11.35856 -0.36 -0.61 -0.15
Cl -4.27602 -9.91158 -7.22713 -0.95 -1.56 0.24
C -3.48424 -8.42249 -7.43747 1.18 1.77 -0.57
C -4.29486 -7.18555 -7.03092 0.96 -0.81 1.10
Cl -5.37802 -6.55634 -8.26525 0.48 1.00 -0.16
H -3.12039 -8.33315 -8.46106 -0.47 0.08 -0.27
H -2.53608 -8.45779 -6.90095 -0.23 0.16 0.55
H -3.58005 -6.41065 -6.75403 -0.15 0.26 -0.45
H -4.85644 -7.37470 -6.11607 -0.25 -0.16 -0.25
```
Forces are in eV/Å.

Energy relative to the best compared isomer or geometry (same formula, charge and spin) = 34.0 kcal per mole
Energy = -4121.39785 Eh
Strongest force on any atom = 0.071 Eh/bohr
LUMO level = 0.224 eV
E_HOMO = -10.8906 eV